1.
A molecular structure, C22H23BrClIN4O8Zr. Source: OMol25; level of theory: ωB97M-V/def2-TZVPD.

Element x y z (Å)
1 Zr -0.60 0.93 0.07
2 C -3.18 -2.85 -0.49
3 C -1.76 -3.16 -0.15
4 N -1.33 -4.40 -0.23
5 C -0.07 -4.70 0.09
6 C 0.86 -3.78 0.53
7 C 2.26 -4.22 0.90
8 O 2.59 -3.88 2.24
9 C 0.44 -2.44 0.60
10 C 1.31 -1.43 1.18
11 N 1.12 -0.15 1.19
12 C 2.05 0.59 1.99
13 C 3.42 0.50 1.83
14 C 4.26 1.23 2.66
15 C 3.74 2.04 3.65
16 C 2.36 2.15 3.82
17 C 1.54 1.42 2.98
18 I -0.54 1.53 3.14
19 C -0.87 -2.13 0.24
20 O -1.30 -0.86 0.27
21 H -3.74 -3.78 -0.52
22 H -3.25 -2.37 -1.46
23 H -3.63 -2.18 0.25
24 H 0.20 -5.75 0.00
25 H 3.00 -3.72 0.27
26 H 2.36 -5.29 0.73
27 H 2.24 -4.54 2.84
28 H 2.17 -1.82 1.72
29 H 3.83 -0.12 1.05
30 H 5.33 1.16 2.53
31 H 4.39 2.61 4.30
32 H 1.94 2.79 4.59
33 O -6.71 3.10 0.11
34 C -5.45 2.73 0.24
35 C -4.65 3.02 1.35
36 C -3.35 2.57 1.37
37 N -2.79 1.84 0.38
38 C -3.58 1.61 -0.68
39 Br -2.73 0.71 -2.11
40 C -4.88 2.01 -0.82
41 H -7.03 3.60 0.87
42 H -5.02 3.60 2.18
43 H -2.72 2.82 2.21
44 H -5.46 1.79 -1.70
45 O 0.95 2.54 0.36
46 Cl 0.40 3.63 -0.52
47 O 1.38 4.03 -1.45
48 O -0.13 4.67 0.26
49 O -0.69 2.87 -1.21
50 C 1.60 -1.40 -3.52
51 N 1.70 0.06 -3.50
52 C 2.44 0.68 -4.61
53 C 1.17 0.79 -2.57
54 O 0.52 0.30 -1.59
55 H 2.60 -1.82 -3.55
56 H 1.06 -1.71 -4.41
57 H 1.08 -1.74 -2.63
58 H 3.46 0.29 -4.62
59 H 2.46 1.76 -4.48
60 H 1.95 0.43 -5.55
61 H 1.30 1.87 -2.65

## Properties
HOMO level (Ha): -0.5220
Calculated total energy (Eh): -5051.45804
Charge: +2
Kohn-Sham gap (eV): 7.85

2.
A molecular structure, C22H23Cl2N3OPtSe in a non-equilibrium geometry. Source: OMol25; level of theory: ωB97M-V/def2-TZVPD.

Element x y z (Å)
1 Pt 0.00 -0.90 -0.56
2 O 1.12 3.00 -1.72
3 C 0.60 1.89 -1.60
4 N 1.18 0.79 -1.13
5 C 2.54 0.94 -0.66
6 C 2.85 -0.03 0.45
7 C 4.09 -0.03 1.09
8 C 4.32 -0.93 2.11
9 C 3.31 -1.81 2.47
10 C 2.10 -1.73 1.81
11 N 1.88 -0.86 0.82
12 C -0.83 1.66 -2.05
13 C -1.46 2.58 -2.89
14 C -2.75 2.33 -3.30
15 C -3.39 1.19 -2.83
16 C -2.72 0.36 -1.96
17 N -1.46 0.59 -1.59
18 H 2.70 1.97 -0.31
19 H 3.24 0.78 -1.49
20 H 4.85 0.68 0.80
21 H 5.28 -0.94 2.62
22 H 3.45 -2.54 3.25
23 H 1.26 -2.35 2.08
24 H -0.91 3.46 -3.19
25 H -3.27 3.01 -3.96
26 H -4.41 0.95 -3.12
27 H -3.20 -0.51 -1.52
28 Cl -2.89 -0.83 3.45
29 C -2.02 0.67 3.09
30 Cl -1.02 0.52 1.62
31 H -1.36 0.89 3.93
32 H -2.75 1.46 2.93
33 C 0.34 -7.03 -4.56
34 C 0.02 -5.97 -3.55
35 C -0.96 -5.03 -3.78
36 C -1.30 -4.08 -2.83
37 C -2.35 -3.04 -3.12
38 C -0.62 -4.07 -1.61
39 Se -1.20 -2.89 -0.20
40 C 0.42 -4.98 -1.37
41 C 1.21 -4.93 -0.10
42 C 0.72 -5.91 -2.35
43 H -0.21 -6.84 -5.49
44 H 0.04 -8.00 -4.17
45 H 1.40 -7.06 -4.78
46 H -1.49 -5.03 -4.73
47 H -2.66 -3.08 -4.16
48 H -1.93 -2.06 -2.91
49 H -3.22 -3.19 -2.49
50 H 1.56 -3.91 0.08
51 H 2.07 -5.59 -0.15
52 H 0.59 -5.23 0.75
53 H 1.52 -6.62 -2.18

## Properties
HOMO level (Ha): -0.2613
Calculated total energy (Eh): -4532.79144
Charge: 0
Kohn-Sham gap (eV): 6.46

3.
A molecular structure, C22H23ClF6N4O4PtS. Source: OMol25; level of theory: ωB97M-V/def2-TZVPD.

Element x y z (Å)
1 Pt -0.81 1.98 -1.03
2 Cl -3.12 -4.25 -2.11
3 C -2.99 -2.52 -2.32
4 C -1.95 -2.00 -3.10
5 C -1.80 -0.63 -3.19
6 C -2.65 0.24 -2.50
7 C -2.32 1.70 -2.37
8 C -3.72 -0.31 -1.80
9 C -3.90 -1.69 -1.70
10 H -1.26 -2.67 -3.59
11 H -0.97 -0.23 -3.75
12 H -3.15 2.25 -1.91
13 H -2.06 2.12 -3.33
14 H -4.43 0.34 -1.31
15 H -4.72 -2.11 -1.13
16 C 3.66 -2.93 -0.06
17 C 2.86 -4.08 -0.64
18 S 1.16 -3.74 -1.01
19 O 1.05 -2.37 -1.45
20 O 0.71 -4.83 -1.84
21 C 0.26 -3.89 0.52
22 C 0.32 -2.70 1.49
23 N -0.57 -1.59 1.16
24 C -0.19 -0.37 0.72
25 N -1.24 0.42 0.53
26 C -2.34 -0.29 0.88
27 C -1.95 -1.52 1.27
28 N -2.80 -2.58 1.76
29 O -2.26 -3.59 2.18
30 O -3.99 -2.36 1.76
31 C 1.22 0.04 0.52
32 H 4.72 -3.19 -0.06
33 H 3.38 -2.70 0.96
34 H 3.53 -2.03 -0.67
35 H 2.87 -4.97 0.00
36 H 3.25 -4.39 -1.61
37 H 0.64 -4.77 1.02
38 H -0.76 -4.11 0.22
39 H 1.32 -2.29 1.55
40 H 0.05 -3.06 2.48
41 H -3.34 0.11 0.83
42 H 1.81 -0.10 1.43
43 H 1.27 1.10 0.26
44 H 1.68 -0.52 -0.30
45 F 3.94 4.47 3.62
46 C 2.89 5.30 3.53
47 F 2.41 5.46 4.78
48 F 3.36 6.49 3.13
49 C 1.84 4.75 2.60
50 C 1.60 5.33 1.37
51 C 0.65 4.73 0.55
52 N -0.03 3.64 0.89
53 C 0.20 3.11 2.09
54 C 1.13 3.62 2.99
55 H 2.12 6.21 1.04
56 H 0.42 5.15 -0.42
57 H -0.38 2.23 2.35
58 H 1.28 3.15 3.95
59 F 0.99 1.74 -3.10
60 C 0.23 2.72 -2.51
61 F -0.32 3.38 -3.56
62 F 1.19 3.61 -2.04

## Properties
HOMO level (Ha): -0.2853
Calculated total energy (Eh): -2948.93295
Charge: 0
Kohn-Sham gap (eV): 6.92